A structure of composition C2HNO2S in a non-equilibrium geometry. Source: the Open Molecules 2025 dataset; level of theory: ωB97M-V with the def2-TZVPD basis set.

```
7
Properties=species:S:1:pos:R:3:lowdin_charge:R:1
H -1.646 -1.752 -0.287 -0.02
O -0.836 -0.897 1.841 -0.59
N 2.509 1.749 0.047 0.18
C 1.531 1.174 -0.265 -0.21
C 0.555 0.567 -0.984 -0.15
O -0.396 -0.139 -1.053 -0.09
S -1.717 -0.702 0.702 0.88
```

Values from the calculation:
- HOMO (spin up / spin down): -7.92 / -7.92 eV
- Kohn-Sham gap (spin up / spin down): 5.83 / 5.83 eV
- ΔE to the lowest compared entry with this formula, charge and spin: 6.2121 eV
- Total energy: -680.0317 Ha

A cluster of 3 separate species, C15H22F2N3O8 in total in a non-equilibrium geometry. Source: the Open Molecules 2025 dataset; level of theory: ωB97M-V with the def2-TZVPD basis set.

```
50
Properties=species:S:1:pos:R:3:lowdin_charge:R:1
O -3.266 -5.474 -1.161 0.17
C -0.227 -6.187 0.150 -0.07
C -2.167 -5.867 -0.910 -0.54
H -0.413 -2.407 2.242 0.14
H 0.360 -6.115 -1.956 0.18
H -1.582 6.734 2.119 0.18
H 3.530 0.503 -0.282 0.07
H -2.823 1.465 -0.719 0.14
C -0.166 -6.749 -1.235 -0.32
H 0.888 -2.903 -0.237 0.13
H -1.237 0.080 1.472 0.15
H -0.023 6.520 0.269 0.15
C -2.078 4.282 0.992 -0.52
C 0.329 -1.683 1.760 -0.06
C -0.991 6.036 0.133 -0.05
C 2.255 0.277 -2.194 -0.18
H 0.978 -1.228 2.588 0.14
C 0.606 0.745 0.549 -0.19
H 0.655 -5.593 0.398 0.13
N -2.172 1.088 -1.436 0.21
O -0.908 4.639 0.392 0.05
C 1.297 -2.500 0.762 -0.21
C 1.685 2.959 1.646 0.04
O 2.489 -2.773 1.031 0.01
H -1.321 6.196 -0.897 0.15
H -2.456 1.184 -2.421 0.15
H 2.299 2.860 2.607 0.08
C -0.374 -0.483 0.988 -0.21
O -2.384 3.147 1.258 0.12
F -2.723 7.528 0.673 0.10
C 3.658 0.257 -1.389 -0.07
F 0.377 -7.987 -1.234 0.09
H 4.191 -0.748 -1.452 0.08
H 2.364 -0.430 -3.095 0.13
H 4.307 1.095 -1.827 0.09
O -1.529 -6.853 -1.599 0.15
C -1.088 0.436 -0.991 -0.15
H -0.356 -6.959 0.913 0.15
N 0.352 0.876 -0.953 -0.02
H -0.445 2.433 1.906 0.10
C -2.001 6.485 1.140 -0.31
O -2.855 5.362 1.261 0.16
H 1.998 3.788 0.931 0.08
O -1.392 -5.374 0.099 0.05
C 0.545 2.072 1.415 -0.09
H 1.992 1.339 -2.540 0.13
H -1.941 -1.298 -0.268 0.16
O 1.129 -0.199 -1.396 -0.20
H 1.626 0.307 0.849 0.15
N -0.996 -0.885 -0.351 0.17
```

Values from the calculation:
- HOMO: -10.75 eV
- Kohn-Sham gap: 5.27 eV
- ΔE to the lowest compared entry with this formula, charge and spin: 3.3296 eV
- Charge: +1
- Total energy: -1550.0977 Ha

A structure of composition C51H135N10O17 in a non-equilibrium geometry. Source: the Open Molecules 2025 dataset; level of theory: ωB97M-V with the def2-TZVPD basis set.

```
213
Properties=species:S:1:pos:R:3:lowdin_charge:R:1
H -0.216 1.066 0.994 0.11
C -3.140 6.715 -3.982 -0.16
H -0.306 0.264 3.368 -0.24
N 2.758 -0.710 1.296 0.21
H -6.166 -2.750 4.603 0.10
H 3.164 5.011 2.838 0.11
H -3.410 1.304 -1.351 0.12
H 1.452 -9.687 3.874 0.08
H 2.981 -1.422 1.977 0.13
H 1.758 -0.615 1.195 -0.27
C 1.414 4.520 -2.374 -0.19
C -0.970 3.987 1.794 -0.06
H -4.200 9.750 -1.366 0.09
H 2.769 5.958 0.642 0.11
C 3.375 0.079 -2.229 -0.18
H -1.902 -0.913 0.311 -0.01
C -0.738 1.506 4.518 -0.06
H -2.776 1.815 3.752 0.08
H -6.731 -1.060 4.329 0.09
C 1.052 -7.342 -0.885 -0.21
H -3.539 -2.749 -2.433 0.15
H 5.195 -1.147 -1.901 0.14
H 3.256 0.133 1.543 0.13
N -3.468 5.370 -3.453 -0.06
H 2.964 -9.240 3.307 0.07
H 2.535 4.315 0.049 0.08
C 3.981 -8.565 1.080 -0.12
C 1.627 2.879 2.884 -0.16
C -2.991 2.911 -3.358 -0.17
H 1.486 3.382 3.840 0.13
H 4.671 4.180 2.331 0.10
H -2.828 1.866 7.677 0.09
H -0.253 0.839 5.230 0.13
H 4.830 3.540 -7.171 0.09
H -4.332 -3.332 3.000 0.14
C -4.300 -1.232 -1.073 -0.17
H -0.506 2.529 4.815 0.13
O -2.132 2.807 -2.207 -0.22
H 0.704 -0.990 3.360 0.14
H -5.720 0.158 1.903 0.12
H 1.314 1.104 1.858 0.08
H -2.562 0.176 1.609 0.10
C 1.471 -1.926 -0.552 -0.05
H 3.441 4.280 1.210 0.03
H 1.393 -1.575 0.477 0.01
C 3.190 5.689 -3.655 -0.22
H -0.956 -1.291 3.145 0.13
H 2.181 4.006 -4.227 0.11
H -0.327 -1.616 0.978 0.07
H -0.765 -0.985 -1.053 0.10
C 0.360 -5.299 -1.751 -0.20
H -0.114 3.920 -0.269 0.10
H -7.335 -2.483 3.406 0.10
O 0.982 5.074 1.038 -0.14
N -1.633 2.719 2.124 -0.03
C -2.284 1.325 4.593 -0.20
H -3.387 -1.676 1.510 0.08
N -0.179 -0.665 2.993 0.21
H 2.459 -1.610 -0.884 -0.03
H 0.252 -7.349 1.460 0.07
C -4.099 -2.415 1.141 -0.18
H -3.147 2.938 0.696 0.16
O -2.942 1.780 5.743 -0.16
O -3.312 7.917 -1.853 -0.19
C -5.028 0.143 2.745 -0.07
H -5.045 -1.097 -1.858 0.14
C -3.242 1.010 1.437 -0.19
H 5.257 -0.649 1.621 0.11
C 0.269 -7.324 2.550 -0.19
O 1.174 -3.295 -0.678 -0.20
H -2.993 4.242 -5.043 0.13
H -0.533 4.241 -3.238 0.09
H -5.697 -3.518 1.888 0.14
C 4.447 -2.241 0.410 -0.08
H -0.556 -8.006 2.757 0.12
O 0.796 -0.768 1.185 -0.24
H 3.934 0.876 -2.720 0.13
C 4.484 -0.559 -1.321 -0.04
O 3.004 -7.698 0.571 -0.19
C 0.711 -3.771 -1.876 -0.18
C -2.407 2.203 1.012 -0.12
H -4.531 -0.827 2.766 0.02
H 1.444 0.266 -4.134 0.09
H -2.603 -2.407 -0.986 0.10
H 4.816 -8.587 0.380 0.09
H 1.627 -9.598 2.176 0.08
H 0.967 3.501 2.279 0.03
H 2.829 6.668 -3.338 0.12
H 2.758 -8.329 -1.461 0.13
H 2.061 4.053 -1.632 0.09
C 0.388 -4.485 1.086 -0.15
H -4.956 7.598 -3.199 0.12
H 0.778 -1.298 -1.111 0.09
N 0.391 -4.753 2.559 -0.04
O -5.445 -1.666 2.901 -0.33
H 0.560 -7.048 0.042 0.06
H 3.481 -9.522 1.233 0.07
H 3.152 -0.972 0.404 -0.26
H 4.682 6.420 -4.958 0.12
H -3.486 -3.261 0.830 0.12
N 2.045 4.840 -3.674 -0.03
H 8.588 -0.446 0.364 0.09
H 3.075 -1.830 -1.021 0.05
H 5.084 0.176 -0.784 0.13
H -0.317 -4.086 2.833 0.06
H -0.896 -2.235 -3.003 0.05
H -0.240 0.607 -3.741 0.06
C 3.820 5.764 -5.077 -0.24
H -3.997 -0.230 -0.768 0.07
C 1.059 1.416 2.871 -0.10
H -2.698 2.192 -4.124 0.12
H -3.929 8.729 -3.704 0.11
H -4.054 2.808 -3.139 0.14
H -3.542 5.287 -2.449 0.11
H 5.920 4.855 -6.614 0.09
H -2.532 0.270 4.479 0.13
H 7.436 0.325 1.449 0.08
C 0.155 3.683 -2.603 -0.18
O 3.039 2.928 2.539 -0.15
O -1.733 -3.256 1.338 -0.17
C 4.884 4.551 -6.768 -0.10
H -1.498 1.915 -3.618 0.07
H -0.869 1.904 2.555 -0.10
H -1.032 -0.730 -3.799 0.06
H -0.074 -0.519 1.999 -0.06
H -2.070 6.890 -3.866 0.11
H -1.673 0.739 7.095 0.08
O 0.495 2.431 -3.226 -0.12
C 3.582 4.169 2.285 -0.13
H -1.680 1.960 0.236 0.07
H 0.054 -5.654 -2.735 0.13
H -5.841 -1.601 0.306 0.11
H -1.966 -1.217 1.428 0.08
H -0.207 -3.239 -2.126 0.08
N 1.483 -6.083 -1.411 -0.06
C -2.370 1.511 -1.603 -0.21
O 4.268 4.506 -5.495 -0.19
H -1.013 -4.011 -0.437 0.08
H 1.132 5.453 -1.886 0.10
C 1.087 0.944 -0.524 0.01
H 4.005 5.527 -2.950 0.11
C 1.907 -9.078 3.093 -0.10
C 7.793 -0.638 1.083 -0.06
H 5.904 -2.206 2.123 0.13
H -5.047 8.249 -0.789 0.08
H -1.717 -1.881 -0.117 0.06
N 3.666 -1.321 -0.379 -0.06
H -1.644 -5.197 0.564 0.14
C -1.359 -1.960 0.909 -0.24
H 0.288 -7.910 -1.415 0.14
C 0.222 3.907 0.767 -0.20
H -0.360 -5.895 4.138 0.12
C -1.057 -4.280 0.618 -0.17
H 2.536 0.604 -1.773 0.06
H -0.468 -5.389 -1.048 0.08
C 5.611 -1.614 1.256 -0.20
C -4.973 -2.809 2.290 -0.19
H -3.607 8.808 0.020 0.08
H -1.973 0.721 -2.240 0.07
H 1.895 -9.184 -0.161 0.11
C -0.285 -5.972 3.053 -0.19
H 4.376 5.245 -7.437 0.09
H 0.801 3.015 1.009 0.08
O 6.694 -1.302 0.448 -0.21
H -3.417 0.248 7.057 0.09
H -2.125 -2.140 -4.306 0.11
H -0.850 1.216 -2.209 0.05
H -2.383 2.797 2.796 0.12
H -5.697 0.254 3.599 0.11
H -1.350 -5.922 2.824 0.10
H 8.135 -1.239 1.925 0.09
H 0.773 -5.365 0.571 0.09
H 1.798 1.505 0.082 0.11
H -1.626 4.356 -3.994 0.09
C -3.205 -1.950 -1.771 -0.21
C 1.683 -0.712 -3.715 -0.08
H 4.876 -3.015 -0.228 0.15
H -1.774 0.371 -0.885 0.00
C -2.712 4.274 -3.990 -0.21
O -4.048 1.199 2.565 -0.18
H 1.074 -3.661 0.892 0.11
O 2.971 -0.940 -3.126 -0.13
H -3.769 0.795 0.507 0.11
C -6.467 -2.009 3.862 -0.02
H 0.862 -0.882 -3.019 0.04
H 1.388 -3.576 -2.709 0.14
H 1.561 0.315 -1.277 0.04
C -3.885 7.797 -3.141 -0.24
O 1.530 -7.673 3.146 -0.16
C -1.198 -0.338 -0.290 -0.11
C 2.065 5.294 0.140 -0.12
H -0.492 4.335 2.710 0.13
C -1.623 -1.597 -3.505 -0.05
N -4.957 -1.989 0.009 0.01
H 3.840 -2.695 1.193 0.13
H 4.315 -8.231 2.063 0.09
H 3.136 6.287 -5.744 0.12
C 2.229 -8.209 -0.516 -0.19
H -1.804 1.451 -0.674 0.02
H 0.653 1.760 -1.101 0.09
C -2.703 1.065 6.948 -0.08
H 1.884 5.784 -0.817 0.06
H 2.092 -5.586 -0.776 0.12
C 0.105 0.213 0.396 -0.27
H 1.630 0.772 3.540 0.14
C -0.568 1.508 -3.221 -0.14
H -0.306 3.480 -1.637 0.08
H -1.723 4.680 1.418 0.14
O -2.606 -1.044 -2.640 -0.21
H -3.391 6.677 -5.042 0.12
N -0.359 1.226 3.102 -0.08
C -4.092 8.746 -0.954 -0.08
H 1.503 -1.498 -4.448 0.11
```

Values from the calculation:
- HOMO: -10.02 eV
- Kohn-Sham gap: 8.66 eV
- ΔE to the lowest compared entry with this formula, charge and spin: 51.5773 eV
- Charge: +1
- Total energy: -3848.2091 Ha

A cluster of 3 separate species, C7H15NO11S in total. Source: the Open Molecules 2025 dataset; level of theory: ωB97M-V with the def2-TZVPD basis set.

```
35
Properties=species:S:1:pos:R:3:lowdin_charge:R:1
O 3.384 -1.758 2.517 0.12
C 0.718 2.975 2.169 -0.03
H 2.974 -2.199 5.091 0.10
O -5.539 0.415 -2.448 -0.38
C 3.438 0.457 1.057 -0.03
O -2.919 -0.810 -3.268 -0.10
O 3.767 0.467 2.453 0.01
H -0.833 1.672 -2.252 0.10
N -2.767 -1.818 -2.239 0.03
C -3.664 -1.326 -4.346 -0.28
H 2.417 0.124 0.908 0.09
O -6.062 -1.877 -2.925 -0.27
O 1.169 2.369 0.953 -0.03
H -0.795 0.096 -1.428 0.06
O -4.800 -0.545 -4.649 -0.32
C -0.194 0.877 -1.875 -0.03
H -3.034 -1.279 -5.231 0.14
H 4.684 -2.505 4.695 0.10
H 3.536 1.478 0.710 0.09
O -1.647 -1.994 -2.014 0.10
S -6.028 -0.365 -3.542 0.92
H 0.154 2.262 2.766 0.10
C 3.977 -1.778 5.090 -0.04
O -0.990 2.021 0.382 0.14
H 0.393 0.463 -2.689 0.10
H 1.614 3.272 2.707 0.10
C 0.187 1.938 0.158 -0.62
O 0.745 1.394 -0.923 0.00
O 4.017 -0.569 4.329 0.00
H 0.109 3.851 1.958 0.10
H 4.260 -1.507 6.103 0.09
C 3.692 -0.722 3.044 -0.62
H 4.127 -0.183 0.507 0.10
H -3.926 -2.365 -4.136 0.11
H -6.165 -2.531 -3.632 0.07
```

Values from the calculation:
- HOMO: -10.54 eV
- Kohn-Sham gap: 10.10 eV
- Total energy: -1556.1867 Ha

The ion C20H35O2Si with charge +1 in a non-equilibrium geometry. Source: the Open Molecules 2025 dataset; level of theory: ωB97M-V with the def2-TZVPD basis set.

```
58
Properties=species:S:1:pos:R:3:lowdin_charge:R:1
H 1.320 1.217 -3.371 0.06
C -0.779 2.291 -0.763 -0.10
H 4.501 -0.390 3.638 0.10
C 4.022 1.450 2.690 -0.06
C 1.673 1.974 2.478 -0.05
C -1.360 -1.004 1.015 -0.15
H 1.265 2.811 -2.569 0.09
C -1.814 -0.302 -3.207 -0.45
H -2.278 -2.941 0.976 0.12
C 0.676 1.909 -2.808 -0.09
H -2.413 0.080 4.453 0.09
O -1.559 -0.652 -0.289 -0.04
H -1.455 1.289 5.404 0.10
H -0.222 3.220 -0.551 0.09
H -2.534 1.749 -2.826 0.05
H -1.631 -2.410 -3.775 0.06
C -2.359 -1.980 1.462 0.04
H 0.305 -1.553 2.267 0.20
H 2.446 -2.663 -1.121 0.09
H -2.987 -1.525 -4.506 0.09
C -1.503 0.257 5.040 -0.06
H -1.141 1.905 0.207 0.06
C 0.154 1.294 -1.494 -0.43
C -0.121 0.379 3.010 -0.28
H 3.222 3.238 1.760 0.11
H 5.041 1.776 2.578 0.10
C 1.378 0.738 3.038 -0.21
H 2.071 -1.015 4.119 0.13
H 2.047 -2.579 -3.590 0.09
H 0.627 -0.120 1.057 0.15
H 0.654 -1.731 -4.288 0.08
C 3.006 2.309 2.269 -0.06
C -2.913 0.744 -3.046 -0.11
H 0.092 -2.765 -2.064 0.11
H -3.081 -2.018 -2.803 0.08
C 1.371 -1.720 -3.453 -0.10
H 1.024 1.101 -0.828 0.09
H -3.447 0.804 -4.002 0.09
H -3.633 0.445 -2.273 0.09
C 3.694 0.254 3.347 -0.06
H -2.325 -2.149 2.532 0.10
H 0.835 2.562 2.122 0.11
C -2.403 -1.657 -3.585 -0.12
H -3.378 -1.679 1.228 0.12
H -1.134 0.025 -4.025 0.11
C -0.170 -0.606 1.776 -0.03
H 2.232 -0.922 -0.833 0.08
H -0.146 2.260 -3.471 0.09
H 1.210 -2.125 0.028 0.06
C 2.376 -0.080 3.599 -0.02
H -0.717 1.340 2.826 0.17
H -1.534 -0.422 5.891 0.10
C 1.696 -1.880 -0.929 -0.12
Si -0.618 -0.415 -1.698 0.70
C 0.678 -1.825 -2.078 -0.42
O -0.315 -0.029 4.323 -0.15
H 2.003 -0.823 -3.518 0.07
H -1.651 2.562 -1.368 0.06
```

Values from the calculation:
- HOMO: -11.90 eV
- Kohn-Sham gap: 6.73 eV
- ΔE to the lowest compared entry with this formula, charge and spin: 0.6217 eV
- Charge: +1
- Total energy: -1222.7787 Ha

A structure of composition C24H36BrN3O3S3SiSr. Source: the Open Molecules 2025 dataset; level of theory: ωB97M-V with the def2-TZVPD basis set.

```
72
Properties=species:S:1:pos:R:3:lowdin_charge:R:1
H -2.626 2.196 -1.209 0.06
H -4.392 -3.967 0.229 0.09
C -4.052 0.722 2.838 -0.12
H -4.821 1.362 3.283 0.09
H -3.510 -3.595 2.461 0.09
H -4.488 -2.134 2.536 0.06
C -3.158 -2.293 0.788 -0.62
C -2.022 -1.043 -2.224 -0.09
C 9.039 -0.062 -0.286 -0.08
C -3.504 -2.518 2.268 -0.10
S 4.927 -0.929 1.431 1.00
H -4.789 -0.856 -1.976 0.07
H -4.836 0.892 -1.730 0.06
H -3.082 1.142 3.099 0.04
H 0.760 4.944 -1.141 0.11
C -2.831 0.008 -1.460 -0.61
O 0.627 -2.501 -1.285 -0.57
S 3.315 -1.936 -1.950 0.11
Si -3.013 -0.428 0.397 0.56
C 3.859 3.661 -0.696 0.00
H -2.116 1.551 -2.771 0.09
H -4.105 0.223 -3.185 0.09
H 10.018 0.145 -0.696 0.10
C -1.850 -3.059 0.518 -0.10
H -1.522 -3.037 -0.516 0.05
H -4.132 -0.257 3.303 0.06
C 8.777 -1.274 0.330 -0.08
C -5.699 0.184 1.050 -0.08
H -2.532 -2.002 -2.273 0.08
H -4.862 2.759 1.430 0.09
H 8.227 1.840 -0.878 0.11
H 4.894 3.911 -0.873 0.11
S 1.943 -3.150 -1.003 -0.01
C 3.473 2.478 -0.081 -0.19
Br -1.022 0.205 1.463 0.48
H -2.009 -4.107 0.792 0.10
H -4.450 2.268 -0.208 0.06
C 7.512 -1.528 0.845 -0.09
C -4.228 0.071 -2.108 -0.09
C 8.035 0.893 -0.387 -0.02
C 4.457 1.427 0.355 -0.36
H -6.413 0.875 1.509 0.09
H -4.054 -2.901 -1.124 0.07
Sr 1.740 -0.518 0.075 1.15
H -1.894 -0.698 -3.256 0.10
H -5.249 -2.434 0.092 0.07
C 1.255 3.052 -0.262 -0.12
C 2.884 4.568 -1.083 -0.04
C -2.134 1.355 -1.695 -0.11
C 6.781 0.641 0.137 -0.23
O 2.038 -4.526 -1.396 -0.36
H 0.227 2.766 -0.074 0.09
H 3.168 5.498 -1.559 0.12
H 6.018 2.455 -0.475 0.12
N 3.990 0.421 0.999 -0.37
C 6.516 -0.570 0.761 -0.44
H -5.873 -0.800 1.487 0.07
H 7.295 -2.481 1.312 0.11
C 1.553 4.267 -0.857 -0.03
C -4.281 -2.918 -0.060 -0.08
N 2.183 2.175 0.110 0.03
O 2.189 -2.891 0.455 -0.62
N 5.763 1.623 0.020 0.13
H -1.098 1.325 -1.355 0.04
C -4.271 0.691 1.317 -0.63
H -5.937 0.129 -0.014 0.07
H -2.762 -2.071 2.933 0.08
H -3.169 2.555 0.980 0.07
H 9.547 -2.029 0.406 0.11
C -4.173 2.148 0.838 -0.11
H -1.023 -2.691 1.125 0.05
H -1.028 -1.221 -1.826 0.04
```

Values from the calculation:
- HOMO: -6.91 eV
- Kohn-Sham gap: 5.95 eV
- ΔE to the lowest compared entry with this formula, charge and spin: 0.0797 eV
- Total energy: -5415.0777 Ha